1.
The following is a DFT calculation (ωB97M-V with the def2-TZVPD basis set) of a 2-piece molecular cluster, C6H14N2 overall.

Cartesian coordinates (Å):
1 C 1.464 2.268 -0.195
2 C 1.322 2.338 1.323
3 C -0.058 1.104 -1.527
4 N 0.858 1.063 -0.676
5 H 1.032 3.170 -0.661
6 H 2.527 2.215 -0.453
7 H -0.443 2.032 -1.969
8 H -0.502 0.175 -1.853
9 H 1.752 1.449 1.776
10 H 0.272 2.392 1.599
11 H 1.834 3.216 1.708
12 C -0.175 -1.543 1.234
13 N -0.875 -2.224 -1.576
14 C -1.814 -2.165 -0.550
15 C -1.552 -1.820 0.708
16 H 0.078 -2.244 -1.244
17 H -1.058 -2.928 -2.275
18 H -2.829 -2.353 -0.873
19 H -2.374 -1.722 1.398
20 H 0.495 -2.382 1.035
21 H 0.252 -0.658 0.761
22 H -0.205 -1.384 2.309

Summary:
Gap between HOMO and LUMO ... 0.33498 hartree
Charge ... 0
ΔE to the lowest compared entry with this formula, charge and spin ... 34.0 kcal/mol
E ... -9428.009 eV
LUMO level ... 0.0429 Ha

2.
The following is a DFT calculation (ωB97M-V with the def2-TZVPD basis set) of one molecule with the formula C6H14N2 in a non-equilibrium geometry.

Cartesian coordinates (Å):
1 C -0.246 -0.931 0.240
2 C -0.308 -1.757 -0.997
3 C -1.177 -1.299 1.345
4 C -0.614 2.089 -1.173
5 N -0.501 1.198 -0.033
6 C 0.766 0.117 0.344
7 N 1.714 0.143 -0.743
8 C 1.361 0.215 1.631
9 H -0.844 1.575 0.845
10 H 2.513 0.710 -0.495
11 H 1.325 0.500 -1.606
12 H 0.677 -2.194 -1.183
13 H -0.531 -1.134 -1.870
14 H -1.061 -2.542 -0.934
15 H -0.981 -2.329 1.668
16 H -1.112 -0.642 2.207
17 H -2.205 -1.285 0.972
18 H 0.266 2.738 -1.289
19 H -0.721 1.509 -2.097
20 H -1.498 2.731 -1.103
21 H 0.830 -0.056 2.527
22 H 2.346 0.647 1.744

Summary:
Gap between HOMO and LUMO (alpha / beta) ... 0.22525 / 0.29158 hartree
Charge ... 0
ΔE to the lowest compared entry with this formula, charge and spin ... 107.4 kcal/mol
E ... -9424.828 eV
LUMO level (alpha / beta) ... 0.0010 / 0.0300 Ha

3.
The following is a DFT calculation (ωB97M-V with the def2-TZVPD basis set) of an isolated ion of composition C6H14N2 and charge +1 in a non-equilibrium geometry.

Cartesian coordinates (Å):
1 C 0.118 1.893 0.687
2 C 0.667 0.666 1.279
3 C 0.732 -0.562 0.361
4 C -0.472 -0.827 -0.414
5 C -1.598 -1.074 0.235
6 C -1.584 -1.017 -2.634
7 N -0.480 -0.998 -1.896
8 N 2.071 1.209 1.822
9 H 0.972 2.370 -0.089
10 H -0.760 1.715 0.027
11 H -0.327 2.680 1.403
12 H 0.000 0.505 2.311
13 H 1.599 -0.474 -0.290
14 H 0.961 -1.371 1.147
15 H -1.779 -0.897 1.226
16 H -2.645 -1.150 0.004
17 H -1.434 -1.360 -3.641
18 H -2.583 -0.908 -2.271
19 H 0.425 -1.176 -2.175
20 H 2.712 1.818 1.205
21 H 2.639 0.461 1.930
22 H 1.903 1.836 2.661

Summary:
Gap between HOMO and LUMO (alpha / beta) ... 0.19841 / 0.32281 hartree
Charge ... +1
ΔE to the lowest compared entry with this formula, charge and spin ... 70.2 kcal/mol
Multiplicity ... 2
E ... -9418.061 eV
LUMO level (alpha / beta) ... -0.1358 / -0.1359 Ha

4.
The following is a DFT calculation (ωB97M-V with the def2-TZVPD basis set) of a 2-piece molecular cluster, C6H14N2 overall in a non-equilibrium geometry.

Cartesian coordinates (Å):
1 C 2.511 1.392 0.202
2 C 1.656 1.535 1.459
3 C 0.185 1.429 1.193
4 C -0.652 0.654 1.867
5 H 2.216 2.117 -0.557
6 H 3.565 1.559 0.423
7 H 2.424 0.395 -0.226
8 H 1.851 2.514 1.905
9 H 1.942 0.788 2.200
10 H -0.213 2.077 0.418
11 H -1.722 0.672 1.691
12 H -0.294 0.003 2.656
13 C 0.031 -1.053 -1.265
14 N -1.405 -1.000 -1.447
15 C -2.224 -2.029 -1.182
16 N -3.438 -1.929 -1.630
17 H 0.477 -0.140 -1.636
18 H 0.249 -1.151 -0.198
19 H 0.432 -1.922 -1.783
20 H -1.809 -0.299 -2.072
21 H -1.795 -2.846 -0.606
22 H -3.985 -2.768 -1.413

Summary:
Gap between HOMO and LUMO (alpha / beta) ... 0.32751 / 0.17126 hartree
Charge ... +1
ΔE to the lowest compared entry with this formula, charge and spin ... 31.1 kcal/mol
Multiplicity ... 2
E ... -9419.755 eV
LUMO level (alpha / beta) ... -0.1473 / -0.3035 Ha

5.
The following is a DFT calculation (ωB97M-V with the def2-TZVPD basis set) of an isolated ion of composition C6H14N2 and charge +2 in a non-equilibrium geometry.

Cartesian coordinates (Å):
1 C 1.844 0.422 -2.051
2 C 1.248 0.231 -0.671
3 C -0.256 0.168 -0.638
4 C -0.956 0.172 0.709
5 C -0.418 0.526 1.862
6 C -3.281 -0.029 1.413
7 N -2.330 -0.270 0.599
8 N 1.908 -1.007 -0.013
9 H 2.796 0.966 -2.050
10 H 1.976 -0.508 -2.608
11 H 1.178 1.045 -2.654
12 H 1.593 1.038 -0.037
13 H -0.656 1.044 -1.150
14 H -0.659 -0.610 -1.294
15 H 0.618 0.811 2.002
16 H -0.976 0.550 2.795
17 H -4.290 -0.380 1.257
18 H -3.114 0.477 2.359
19 H -2.554 -0.830 -0.222
20 H 1.395 -1.887 -0.107
21 H 2.118 -0.806 0.971
22 H 2.816 -1.124 -0.472

Summary:
Gap between HOMO and LUMO ... 0.35900 hartree
Charge ... +2
ΔE to the lowest compared entry with this formula, charge and spin ... 12.9 kcal/mol
E ... -9411.506 eV
LUMO level ... -0.3239 Ha

6.
The following is a DFT calculation (ωB97M-V with the def2-TZVPD basis set) of a 2-piece molecular cluster, C6H14N2O overall in a non-equilibrium geometry.

Cartesian coordinates (Å):
1 C -0.821 0.310 0.158
2 C 0.599 -0.459 -1.825
3 C -1.912 -0.620 -0.304
4 C -0.569 0.202 1.644
5 C -0.895 1.729 -0.332
6 C 0.954 -0.567 -0.438
7 N 2.970 -0.018 0.502
8 O 1.071 -1.828 0.172
9 N 1.797 0.411 -0.109
10 H 0.923 -2.487 -0.521
11 H 2.896 -0.921 0.963
12 H 3.303 0.691 1.141
13 H 0.865 0.379 -2.450
14 H -0.229 -1.045 -2.189
15 H -2.211 -0.438 -1.334
16 H -1.613 -1.665 -0.190
17 H -2.785 -0.476 0.343
18 H -1.499 0.462 2.166
19 H -0.318 -0.818 1.938
20 H 0.232 0.867 1.959
21 H -1.638 2.268 0.272
22 H 0.060 2.233 -0.186
23 H -1.180 1.789 -1.381

Summary:
Gap between HOMO and LUMO (alpha / beta) ... 0.26071 / 0.26303 hartree
Charge ... 0
ΔE to the lowest compared entry with this formula, charge and spin ... 132.2 kcal/mol
E ... -11472.038 eV
LUMO level (alpha / beta) ... 0.0044 / 0.0113 Ha

7.
The following is a DFT calculation (ωB97M-V with the def2-TZVPD basis set) of C6H14N2O as an isolated structure in a non-equilibrium geometry.

Cartesian coordinates (Å):
1 C 1.042 -0.029 -0.230
2 C 0.115 2.056 0.468
3 C 1.906 0.691 -1.228
4 C 1.476 -1.426 0.107
5 C -1.760 -1.376 1.166
6 N 0.174 0.600 0.524
7 C -1.634 -0.154 0.296
8 O -1.108 -0.573 -1.248
9 N -2.571 0.709 0.304
10 H -1.303 -1.481 -1.521
11 H -2.410 1.443 -0.382
12 H -0.596 2.393 1.223
13 H 1.093 2.494 0.671
14 H -0.236 2.423 -0.502
15 H 1.323 1.411 -1.800
16 H 2.716 1.219 -0.715
17 H 2.355 -0.025 -1.917
18 H 1.880 -1.944 -0.762
19 H 0.673 -2.039 0.503
20 H 2.257 -1.358 0.873
21 H -1.101 -1.294 2.033
22 H -1.500 -2.286 0.626
23 H -2.791 -1.453 1.513

Summary:
Gap between HOMO and LUMO (alpha / beta) ... 0.34904 / 0.34902 hartree
Charge ... 0
ΔE to the lowest compared entry with this formula, charge and spin ... 88.1 kcal/mol
E ... -11473.949 eV
LUMO level (alpha / beta) ... 0.0253 / 0.0252 Ha

8.
The following is a DFT calculation (ωB97M-V with the def2-TZVPD basis set) of one molecule with the formula C6H14N2O in a non-equilibrium geometry.

Cartesian coordinates (Å):
1 C -0.328 -0.495 -0.779
2 C -0.152 1.274 0.959
3 C -1.782 -0.860 -0.457
4 C 2.138 -1.064 0.020
5 C -0.303 2.787 1.044
6 N -0.069 0.892 -0.439
7 C 0.699 -1.492 -0.165
8 O -0.149 -0.602 -2.185
9 N 0.411 -2.720 0.133
10 H -0.363 -1.517 -2.433
11 H 0.793 1.202 -0.879
12 H -0.569 -2.953 -0.054
13 H -1.016 0.823 1.455
14 H 0.743 0.971 1.511
15 H -2.469 -0.071 -0.787
16 H -2.097 -1.765 -0.989
17 H -1.939 -1.028 0.614
18 H 2.431 -0.335 -0.737
19 H 2.263 -0.636 1.017
20 H 2.797 -1.934 -0.065
21 H -0.541 3.085 2.071
22 H 0.619 3.297 0.746
23 H -1.116 3.142 0.400

Summary:
Gap between HOMO and LUMO ... 0.35615 hartree
Charge ... 0
ΔE to the lowest compared entry with this formula, charge and spin ... 35.2 kcal/mol
E ... -11476.243 eV
LUMO level ... 0.0330 Ha

9.
The following is a DFT calculation (ωB97M-V with the def2-TZVPD basis set) of one molecule with the formula C6H14N2O in a non-equilibrium geometry.

Cartesian coordinates (Å):
1 C 2.333 -1.189 0.078
2 C 0.409 -0.234 -1.121
3 C -0.883 0.304 -0.013
4 C -0.508 -0.286 1.374
5 C -2.219 -0.393 -0.442
6 C -1.100 1.813 0.020
7 H 1.673 -2.026 -0.021
8 H 3.214 -1.486 -0.328
9 H 2.568 -1.098 1.185
10 H 0.070 0.346 -1.994
11 H 0.152 -1.254 -1.358
12 H -1.274 -0.240 2.163
13 H 0.512 0.031 1.772
14 H -0.477 -1.424 1.152
15 H -2.401 -0.106 -1.534
16 H -2.041 -1.517 -0.420
17 H -3.120 -0.032 0.128
18 H -1.599 2.082 -0.944
19 H -0.146 2.436 0.134
20 H -1.851 1.959 0.842
21 N 1.629 -0.111 -0.599
22 N 1.987 1.183 -0.324
23 O 3.073 1.243 0.247

Summary:
Gap between HOMO and LUMO ... 0.35463 hartree
Charge ... 0
ΔE to the lowest compared entry with this formula, charge and spin ... 106.9 kcal/mol
E ... -11473.134 eV
LUMO level ... 0.0260 Ha

10.
The following is a DFT calculation (ωB97M-V with the def2-TZVPD basis set) of a 2-piece molecular cluster, C6H14N2O2 overall in a non-equilibrium geometry.

Cartesian coordinates (Å):
1 C 2.030 -2.201 -1.890
2 C 1.545 1.582 -1.470
3 C 1.624 -0.845 -1.288
4 O 1.383 -0.786 -0.092
5 N 1.629 0.259 -2.099
6 H 1.255 -2.891 -1.497
7 H 1.957 0.200 -3.052
8 H 2.017 1.501 -0.470
9 H 2.121 -2.137 -2.952
10 H 2.896 -2.449 -1.290
11 H 2.407 2.206 -1.764
12 H 0.488 1.829 -1.608
13 C -1.199 -1.237 2.552
14 C -2.385 1.818 0.557
15 C -2.186 0.848 1.778
16 O -2.896 1.109 2.739
17 N -1.334 -0.151 1.568
18 H -0.683 -0.237 0.807
19 H -0.659 -1.043 3.502
20 H -3.113 2.588 0.803
21 H -2.054 -1.514 3.176
22 H -0.609 -1.984 2.019
23 H -1.463 2.312 0.257
24 H -2.769 1.219 -0.285

Summary:
Gap between HOMO and LUMO (alpha / beta) ... 0.09396 / 0.35598 hartree
Charge ... -1
ΔE to the lowest compared entry with this formula, charge and spin ... 43.4 kcal/mol
Multiplicity ... 2
E ... -13522.880 eV
LUMO level (alpha / beta) ... 0.1260 / 0.1224 Ha

11.
The following is a DFT calculation (ωB97M-V with the def2-TZVPD basis set) of a 3-piece molecular cluster, C6H14N2O2 overall in a non-equilibrium geometry.

Cartesian coordinates (Å):
1 C -6.267 -1.123 1.304
2 C -7.877 -1.322 -1.635
3 C 12.330 0.241 -1.108
4 C 12.368 1.529 0.929
5 C -6.869 -2.254 0.487
6 C -7.921 -1.510 -0.320
7 N 11.729 1.106 -0.194
8 N -8.917 2.046 -0.096
9 O -8.497 2.123 1.048
10 O -9.344 3.025 -0.818
11 H -5.598 -0.452 0.796
12 H -7.181 -0.545 1.836
13 H -5.600 -1.553 2.037
14 H -8.350 -0.460 -2.097
15 H -7.060 -1.624 -2.435
16 H -9.040 1.127 -0.578
17 H 12.891 -0.691 -0.643
18 H 11.487 0.152 -1.822
19 H 13.262 0.599 -1.677
20 H 13.294 2.244 0.698
21 H 11.688 2.223 1.466
22 H 12.850 0.668 1.659
23 H -6.084 -2.749 -0.040
24 H -7.292 -2.802 1.202

Summary:
Gap between HOMO and LUMO ... 0.14844 hartree
Charge ... -2
ΔE to the lowest compared entry with this formula, charge and spin ... 26.3 kcal/mol
E ... -13515.241 eV
LUMO level ... 0.1408 Ha

12.
The following is a DFT calculation (ωB97M-V with the def2-TZVPD basis set) of a 2-piece molecular cluster, C6H14N2O2 overall in a non-equilibrium geometry.

Cartesian coordinates (Å):
1 C 2.523 -0.087 -0.671
2 C -0.653 0.651 -2.443
3 C 1.420 0.789 -1.056
4 O 1.084 1.852 -0.643
5 N 0.545 0.042 -1.889
6 H 3.385 -0.224 -1.322
7 H 0.833 -0.974 -2.167
8 H -1.581 0.653 -1.900
9 H 2.830 0.250 0.392
10 H 2.172 -1.129 -0.541
11 H -0.397 1.649 -2.806
12 H -1.011 0.332 -3.533
13 C -1.589 -1.947 0.685
14 C -0.201 1.281 2.384
15 C -0.907 0.056 2.018
16 O -1.283 -0.566 3.000
17 N -1.046 -0.554 0.757
18 H -0.768 -0.015 -0.113
19 H -1.508 -2.384 1.660
20 H 0.728 0.898 2.811
21 H -2.689 -1.882 0.745
22 H -1.190 -2.447 -0.146
23 H 0.138 1.988 1.678
24 H -0.836 1.768 3.103

Summary:
Gap between HOMO and LUMO ... 0.35489 hartree
Charge ... 0
ΔE to the lowest compared entry with this formula, charge and spin ... 53.6 kcal/mol
E ... -13523.299 eV
LUMO level ... 0.0191 Ha